(1)
Formula: C18H38Cl2MnN8S
Source: the OMol25 dataset
Level of theory: ωB97M-V/def2-TZVPD

```
68
Properties=species:S:1:pos:R:3:forces:R:3
Mn -0.08644 0.63211 -0.86372 0.16 -0.36 -0.20
C 3.37042 -2.98018 -2.50814 0.13 0.22 -0.02
N 3.55355 -1.79548 -1.66451 -0.05 -0.26 0.01
C 4.93612 -1.43979 -1.31939 -0.16 -0.03 -0.02
C 4.77965 -0.15845 -0.51165 -0.05 0.06 -0.10
N 3.40915 0.23307 -0.82393 -0.04 0.04 0.08
C 2.82540 1.42238 -0.27483 0.19 0.00 0.16
C 2.69151 -0.79591 -1.34939 0.15 -0.18 0.01
N 1.37828 -0.74827 -1.45436 0.17 0.05 -0.06
C 0.65741 -1.89962 -2.02638 0.18 0.01 0.05
C -0.75044 -1.98737 -1.48401 -0.17 0.05 -0.06
N -1.44417 -0.71353 -1.69183 -0.29 0.12 0.07
C -2.76452 -0.65880 -1.74028 -0.02 -0.19 0.03
N -3.41128 0.44834 -2.18218 0.05 0.13 0.05
C -2.78201 1.72917 -2.35200 -0.14 0.01 -0.13
C -4.84090 0.37621 -1.90264 0.05 0.02 -0.16
C -5.04248 -1.11836 -1.72396 0.13 -0.05 0.07
N -3.69120 -1.58435 -1.38758 0.00 -0.24 -0.04
C -3.53184 -3.01783 -1.15388 -0.09 0.16 0.06
H 4.35463 -3.26413 -2.87388 0.01 0.01 -0.01
H 2.75397 -2.76821 -3.37556 -0.04 0.01 -0.02
H 2.96611 -3.82931 -1.96176 0.00 -0.01 0.06
H 5.52353 -1.28707 -2.22525 -0.02 0.02 -0.08
H 5.39583 -2.23973 -0.74378 0.04 -0.03 0.01
H 5.47701 0.61524 -0.82597 0.03 0.02 0.03
H 4.91093 -0.33262 0.55822 -0.06 0.01 0.07
H 3.62378 2.10353 0.01806 0.01 -0.03 -0.04
H 2.21462 1.24541 0.62055 -0.07 -0.11 0.01
H 2.24215 1.94045 -1.02857 -0.06 0.07 -0.14
H 1.12636 -2.84259 -1.76333 0.11 -0.01 0.02
H 0.62116 -1.82961 -3.11549 -0.03 0.06 -0.03
H -0.71041 -2.24805 -0.42072 0.01 0.02 0.05
H -1.22902 -2.80775 -2.01182 -0.07 -0.02 -0.03
H -1.80644 1.61585 -2.81879 0.10 -0.08 -0.04
H -2.68930 2.27413 -1.40999 0.00 -0.02 0.10
H -3.38192 2.33371 -3.03143 -0.04 -0.01 0.04
H -5.41071 0.77499 -2.73863 -0.02 0.05 0.00
H -5.09658 0.94097 -1.00234 0.05 0.00 0.06
H -5.40460 -1.60297 -2.63333 0.05 0.00 -0.06
H -5.72493 -1.35178 -0.91126 -0.05 -0.04 0.02
H -4.47171 -3.37743 -0.74181 -0.01 0.00 0.01
H -2.76065 -3.22290 -0.42153 0.05 0.01 0.02
H -3.33443 -3.57158 -2.07296 -0.01 0.01 -0.03
C -0.57191 3.02060 2.91943 0.05 -0.17 0.11
N 0.07570 1.81422 3.44433 0.10 0.40 0.11
C 1.12713 2.08817 4.44204 -0.15 -0.04 -0.26
C -0.10985 0.61506 2.90097 0.16 0.05 -0.27
S -0.91411 0.42771 1.37022 -0.35 -0.13 0.35
N 0.26376 -0.47181 3.57831 0.09 -0.23 0.22
C 0.12229 -0.56639 5.04182 0.01 -0.04 -0.20
C 0.47312 -1.76679 2.93058 -0.10 0.09 0.12
H -0.67191 3.72390 3.74304 -0.03 0.03 -0.01
H -1.55485 2.78553 2.52497 0.01 -0.01 -0.01
H 0.03837 3.47107 2.13592 0.00 0.03 -0.02
H 1.63055 3.00416 4.13663 0.01 0.01 0.02
H 1.85311 1.28116 4.45566 -0.02 -0.03 0.01
H 0.71703 2.23380 5.43951 -0.02 0.01 0.02
H -0.37325 0.31230 5.43668 -0.03 0.02 -0.01
H 1.08573 -0.70047 5.53134 0.01 0.00 0.01
H -0.50558 -1.43231 5.24987 0.02 -0.03 0.05
H 0.82933 -1.64185 1.91341 0.00 0.07 -0.02
H -0.45235 -2.34465 2.92315 0.00 -0.04 -0.03
H 1.22300 -2.30212 3.51120 -0.01 -0.04 -0.02
Cl -2.18579 4.99621 -1.82204 -0.24 0.03 0.03
C -0.47877 4.77326 -1.73630 0.20 -0.19 0.00
Cl 0.01303 3.19702 -0.89451 -0.06 0.74 0.04
H -0.03358 5.52877 -1.10399 0.08 0.03 0.01
H -0.04582 4.74154 -2.72622 0.08 -0.08 -0.03
```
Forces are in eV/Å.

The calculation puts the HOMO energy (alpha / beta) at -13.96 / -14.04 eV. The charge is +2. The value obtained for the molar mass is 524.469 Da. As for the spin multiplicity: 6. Its expectation value of S² is 8.76. The value obtained for the LUMO energy (alpha / beta) is -4.842 / -5.076 eV. The value obtained for the HOMO-LUMO gap (alpha / beta) is 9.116 / 8.967 eV.


(2)
Formula: C2BiF6NO4S2
Source: the OMol25 dataset
Level of theory: ωB97M-V/def2-TZVPD

```
16
Properties=species:S:1:pos:R:3:forces:R:3
Bi 0.77661 1.07174 2.33039 2.04 1.85 1.53
N -0.31780 0.23612 -0.40663 -3.09 -1.07 -0.92
S -1.32423 -0.46277 0.67429 -2.30 -3.60 -3.46
O -1.69160 -1.81663 0.34069 1.08 2.03 1.13
O -0.81188 -0.14457 2.03703 -0.78 -0.80 1.06
C -2.86693 0.58175 0.46061 -1.60 0.37 -0.53
F -3.25218 0.48573 -0.79058 0.53 -0.21 0.39
F -2.59518 1.83123 0.75879 0.53 0.27 0.28
F -3.78680 0.10085 1.26604 0.67 -0.08 -0.04
S 1.04345 -0.37094 -1.10188 -1.29 -1.13 -3.64
O 0.77715 -1.48529 -2.00755 -0.07 0.08 0.60
C 2.90112 -0.25711 -1.00101 4.94 -0.40 -0.01
F 3.29600 0.89714 -1.49994 -1.23 -0.29 0.31
F 3.33633 -0.37483 0.23354 -0.66 0.29 0.79
F 3.49130 -1.22321 -1.68519 -1.82 0.41 -0.01
O 1.02464 0.93079 0.39141 3.04 2.31 2.53
```
Forces are in eV/Å.

The calculation puts the HOMO energy (alpha / beta) at -18.38 / -18.01 eV. The charge is +2. The relative energy (zero: lowest compared OMol25 entry of this formula, charge and spin) is 107.5 kcal/mol. The value obtained for the molar mass is 489.127 Da. The value obtained for the LUMO energy (alpha / beta) is -12.031 / -12.144 eV. The value obtained for the HOMO-LUMO gap (alpha / beta) is 6.347 / 5.868 eV.


(3)
Formula: C14H38F6O13PS5
Source: the OMol25 dataset
Level of theory: ωB97M-V/def2-TZVPD

```
77
Properties=species:S:1:pos:R:3:forces:R:3
P 11.88979 -21.79500 15.30483 1.00 1.58 -0.58
F 13.30347 -22.43523 14.75854 -0.17 -0.02 -0.08
F 12.15666 -20.48405 14.34236 -0.72 -0.48 -0.42
F 11.10057 -22.48518 14.08244 0.06 -0.78 -0.05
F 10.45265 -21.23442 15.81698 0.63 0.03 0.22
F 11.78545 -23.08242 16.28076 -0.39 0.39 -0.14
F 12.71018 -20.90574 16.38996 -0.40 -0.94 0.94
O 8.94129 -22.03087 9.48640 -0.38 0.42 -0.19
S 8.80830 -20.76475 10.15580 0.74 -0.22 0.91
O 9.32242 -19.55309 9.57770 -0.89 -0.74 0.39
O 7.24043 -20.50570 10.49618 0.94 0.29 -0.44
C 6.45089 -21.64862 10.83718 -0.29 -0.34 -0.25
C 5.38322 -21.21173 11.82187 -0.59 -0.65 -0.80
C 9.50347 -20.98335 11.82086 -0.71 0.22 -0.44
H 7.06650 -22.45672 11.24147 0.12 0.25 0.18
H 6.03073 -22.05368 9.91161 -0.10 0.09 0.09
H 5.82094 -20.57650 12.58508 -0.21 -0.22 0.32
H 4.88422 -22.12319 12.16628 0.44 0.06 0.69
H 4.53214 -20.72208 11.34202 0.44 0.56 -0.18
H 9.48509 -22.02120 12.14192 0.16 -0.11 -0.40
H 8.86152 -20.45204 12.52155 0.31 0.40 -0.06
H 10.51280 -20.58938 11.76484 0.00 0.03 0.20
O 14.25944 -20.22075 10.46470 -0.89 -1.48 -0.63
S 13.36354 -21.29980 10.07554 -1.36 -0.33 0.76
O 12.03791 -21.03972 9.54893 1.75 0.10 0.11
O 14.08311 -22.27888 8.99546 -0.41 0.37 0.34
C 15.43232 -22.63881 9.29237 1.44 0.50 -0.83
C 16.07564 -23.30433 8.05971 -1.43 0.10 0.85
C 13.07232 -22.47945 11.43314 0.56 0.52 -0.37
H 15.51409 -23.31924 10.13974 -0.28 0.19 0.18
H 15.98080 -21.70630 9.44285 -0.02 -0.17 0.67
H 15.27451 -23.94506 7.68157 0.41 -0.10 -0.52
H 16.91303 -23.91724 8.37947 0.16 0.06 -0.13
H 16.36422 -22.53136 7.35497 0.03 -0.24 -0.27
H 12.67489 -21.92497 12.27862 0.10 0.10 0.07
H 14.00501 -22.97021 11.69864 0.09 0.19 0.19
H 12.35876 -23.23616 11.11793 -0.09 0.23 -0.33
O 8.09542 -19.45016 19.51760 0.60 -0.09 0.40
S 9.47716 -19.48483 19.93681 0.55 0.64 -0.44
O 10.22320 -18.25773 20.07813 -0.58 -0.84 0.35
O 9.56589 -20.24178 21.38229 -0.21 0.45 -1.39
C 8.77880 -21.46436 21.46197 1.44 -0.24 0.75
C 9.66762 -22.48344 22.20007 -1.13 -0.24 -1.28
C 10.39587 -20.58117 18.81480 -0.51 1.29 1.18
H 8.64695 -21.89622 20.47232 -0.57 0.31 -0.05
H 7.85150 -21.21299 21.96742 -0.14 -0.16 -0.15
H 10.07994 -22.14416 23.14161 0.00 -0.01 0.05
H 10.41583 -22.78530 21.46661 0.51 0.22 0.41
H 9.05023 -23.38453 22.28039 0.09 0.03 0.60
H 11.27680 -20.85041 19.39382 -0.21 -0.81 -0.10
H 10.77423 -19.99274 17.98350 -0.44 0.09 -0.15
H 9.62511 -21.28582 18.52570 0.68 -0.63 -0.22
O 11.26944 -27.66644 15.13528 1.13 0.10 0.71
S 12.53110 -27.14104 15.61765 0.33 -0.48 -2.73
O 12.67922 -26.61758 16.92949 0.23 -0.52 0.09
O 13.74439 -28.26675 15.36204 -1.00 1.72 0.99
C 13.65920 -29.06563 14.19316 -1.30 -1.91 -0.10
C 15.03516 -29.61927 13.90750 0.87 0.63 0.13
C 13.13629 -25.92205 14.42972 -0.19 0.56 0.96
H 13.13121 -28.62584 13.33995 0.43 0.57 0.16
H 12.98640 -29.88683 14.49074 0.23 -0.04 -0.31
H 15.49729 -29.77861 14.88363 0.11 -0.20 -0.10
H 15.67673 -28.91153 13.37371 -0.15 0.19 0.14
H 15.11637 -30.53830 13.32965 -0.63 -0.10 0.09
H 14.22102 -25.93107 14.50380 0.00 -0.02 -0.06
H 12.77862 -24.96240 14.81369 -0.02 0.02 -0.10
H 12.79334 -26.02717 13.40591 -0.14 -0.48 0.10
C 16.95584 -22.95592 18.44441 -0.27 0.02 -0.58
S 16.09366 -24.56184 18.32660 -0.28 0.13 0.55
O 15.47902 -24.78860 19.67203 0.25 -0.08 -0.27
C 14.76142 -23.93076 17.27667 0.60 0.49 -0.55
H 17.71624 -22.87377 19.21638 -0.21 -0.55 0.27
H 16.15971 -22.23198 18.61531 0.21 0.22 -0.02
H 17.46396 -22.78553 17.49263 -0.23 0.14 -0.08
H 15.20539 -23.43140 16.41017 0.09 0.15 0.14
H 14.21248 -23.19573 17.86241 -0.17 -0.11 -0.02
H 14.11639 -24.69017 16.84839 -0.01 -0.31 0.62
```
Forces are in eV/Å.

The calculation puts the HOMO energy at -6.81 eV. The charge is -1. The relative energy (zero: lowest compared OMol25 entry of this formula, charge and spin) is 10.9 kcal/mol. The value obtained for the molar mass is 719.742 Da. The value obtained for the LUMO energy is 1.901 eV. The value obtained for the HOMO-LUMO gap is 8.712 eV.


(4)
Formula: C5H12OSi
Source: the OMol25 dataset
Level of theory: ωB97M-V/def2-TZVPD

```
19
Properties=species:S:1:pos:R:3:forces:R:3
C 0.33198 2.56420 2.30071 -0.17 0.48 0.40
C 0.99328 1.68863 1.58756 -1.83 -2.72 -2.12
C -0.17565 -1.10886 -2.44444 -0.07 -0.03 0.05
C 0.35137 -1.77961 0.93354 -0.27 0.52 -0.41
C 0.00543 0.15795 -1.60828 -0.13 -0.18 0.44
O -1.93183 -0.17754 0.56769 -0.39 -0.12 0.28
Si -0.33939 -0.16517 0.23600 2.59 1.66 1.16
H 0.81914 3.34409 2.88038 0.12 0.04 0.02
H -0.74565 2.55851 2.36133 -0.21 -0.01 0.01
H 2.06235 1.64185 1.48302 0.32 0.09 0.06
H -0.03676 -0.90000 -3.50384 0.00 -0.04 -0.07
H 0.55052 -1.86409 -2.15129 0.02 -0.14 -0.04
H -1.17275 -1.52731 -2.31174 -0.05 -0.10 -0.05
H -0.05423 -2.64449 0.41406 -0.11 -0.09 -0.13
H 1.43172 -1.80888 0.84308 0.22 0.07 -0.04
H 0.10237 -1.87698 1.98426 -0.09 0.10 0.19
H -0.66390 0.93574 -1.98339 -0.02 0.11 0.17
H 1.01740 0.53289 -1.74868 0.10 0.13 0.18
H -2.54543 0.42909 0.16004 -0.06 0.24 -0.11
```
Forces are in eV/Å.

The calculation puts the HOMO energy at -8.20 eV. The relative energy (zero: lowest compared OMol25 entry of this formula, charge and spin) is 34.3 kcal/mol. The value obtained for the molar mass is 116.236 Da. The value obtained for the LUMO energy is 0.623 eV. The value obtained for the HOMO-LUMO gap is 8.823 eV.


(5)
Formula: C30H24AsBrNO6PPdS
Source: the OMol25 dataset
Level of theory: ωB97M-V/def2-TZVPD

```
66
Properties=species:S:1:pos:R:3:forces:R:3
Pd -0.05370 -0.41000 -0.03100 0.51 0.48 0.92
O -1.76910 -2.83570 0.79280 -0.14 0.64 0.15
As -2.67850 -1.41720 -0.10460 -1.39 -2.69 1.57
O -4.10360 -2.14860 -0.38390 -0.77 0.19 -0.15
O -1.62130 -1.31720 -1.35180 1.56 0.80 -0.59
C -2.62680 -0.36590 1.54160 -0.22 -0.09 0.01
C -2.81930 -0.96050 2.78030 -0.13 -0.27 -0.31
C -2.82660 -0.17620 3.92330 -0.07 -0.09 0.10
C -2.63390 1.19260 3.83600 -0.01 0.15 -0.08
C -2.45290 1.78970 2.59570 -0.05 0.17 -0.04
C -2.45910 0.99760 1.46940 -0.32 0.00 -0.53
S -2.42920 1.62350 -0.19790 -1.00 2.16 0.25
O -3.36150 0.72590 -0.87390 0.31 -0.36 -0.07
O -2.92440 2.98970 -0.14450 0.12 -0.07 0.15
O -1.04430 1.59120 -0.67610 0.50 -0.60 0.15
H -1.71020 -3.50700 0.10720 -0.08 -0.05 -0.12
H -2.97400 -2.03140 2.81230 0.07 0.02 0.12
H -2.98400 -0.63520 4.89430 0.04 0.00 -0.06
H -2.63910 1.79880 4.73250 0.05 0.02 0.04
H -2.31970 2.85530 2.47650 -0.03 0.09 0.08
N 2.15750 -0.18130 0.14650 -0.26 0.19 0.17
P 2.24830 -0.90570 -1.20250 0.40 -0.73 -1.52
C 2.08600 -2.76040 -1.25690 0.15 0.35 0.20
C 1.17570 -3.30370 -0.36200 -0.02 0.38 0.08
C 0.94870 -4.66690 -0.32480 -0.10 -0.11 0.08
C 1.66240 -5.50690 -1.16640 -0.05 -0.12 0.02
C 2.61050 -4.97580 -2.02610 0.09 -0.18 -0.16
C 2.82050 -3.60890 -2.07830 -0.08 0.19 -0.01
C 3.88980 -0.74150 -2.03380 -0.02 0.36 0.12
C 5.00050 -0.88850 -1.20740 -0.18 -0.10 0.05
C 6.27920 -0.75940 -1.71040 0.26 -0.02 -0.16
C 6.46970 -0.45180 -3.05310 -0.05 -0.02 0.07
C 5.36690 -0.25250 -3.86900 0.34 -0.02 -0.25
C 4.08750 -0.39310 -3.36720 -0.37 -0.21 0.20
C 1.09750 -0.41500 -2.56960 0.38 0.07 0.09
C 0.99440 0.96300 -2.77350 0.25 -0.18 0.02
C 0.25130 1.45590 -3.82850 -0.06 0.12 -0.11
C -0.42160 0.57920 -4.66920 0.00 0.11 -0.02
C -0.35650 -0.78580 -4.44380 -0.07 -0.16 -0.18
C 0.40470 -1.29060 -3.40530 0.30 0.10 0.19
H 0.63920 -2.61450 0.29890 0.03 -0.51 -0.02
H 0.21790 -5.07090 0.36120 -0.08 -0.02 0.07
H 1.47590 -6.57580 -1.16050 0.04 0.03 0.06
H 3.18910 -5.63110 -2.66560 0.00 -0.04 -0.05
H 3.54680 -3.19880 -2.76760 0.06 0.00 -0.04
H 4.82350 -1.10680 -0.16280 0.07 -0.01 0.12
H 7.13680 -0.90740 -1.06750 0.04 0.01 0.07
H 7.46930 -0.37660 -3.46100 0.06 0.06 0.00
H 5.50870 -0.00310 -4.91330 0.01 0.03 -0.05
H 3.23030 -0.25260 -4.01410 -0.01 0.02 -0.01
H 1.53050 1.62070 -2.09270 -0.17 0.01 -0.08
H 0.18960 2.52400 -3.99590 -0.05 0.02 0.04
H -1.00700 0.96330 -5.49730 -0.03 0.00 0.05
H -0.90730 -1.46700 -5.08200 -0.02 0.02 0.02
H 0.46260 -2.35880 -3.23600 -0.08 0.04 0.01
Br 1.08900 0.24330 6.79940 -0.04 -0.02 -0.16
C 0.75770 0.05960 4.90300 0.10 0.08 0.40
C 0.49840 -1.18940 4.38700 0.07 -0.16 0.04
C 0.25760 -1.30660 3.02350 0.11 0.09 -0.23
C 0.27490 -0.19770 2.17440 -0.07 -0.08 -0.37
C 0.54560 1.04510 2.74860 0.08 -0.24 -0.18
C 0.78750 1.18550 4.10960 0.08 0.17 0.01
H 0.47980 -2.05790 5.03320 -0.02 -0.02 0.01
H 0.03020 -2.29210 2.63240 -0.06 -0.01 -0.08
H 0.56710 1.93180 2.12620 0.02 0.03 -0.07
H 0.99170 2.15670 4.54600 -0.01 -0.02 -0.03
```
Forces are in eV/Å.

The calculation puts the HOMO energy (alpha / beta) at -1.39 / -2.50 eV. The charge is -2. The relative energy (zero: lowest compared OMol25 entry of this formula, charge and spin) is 24.8 kcal/mol. The value obtained for the molar mass is 818.810 Da. As for the spin multiplicity: 3. Its expectation value of S² is 2.01. The value obtained for the LUMO energy (alpha / beta) is 4.066 / 4.064 eV. The value obtained for the HOMO-LUMO gap (alpha / beta) is 5.453 / 6.568 eV.